[1]
DFT (ωB97M-V with the def2-TZVPD basis set) results for C18H35CdNP2S2 as an isolated structure.

```
59
Properties=species:S:1:pos:R:3:forces:R:3:lowdin_charge:R:1
Cd 0.75829 -0.30586 -0.08073 1.8 0.2 0.8 1.0058
S 2.03430 -1.36596 -1.92489 3.0 0.3 -1.6 0.7354
S 0.70434 -0.44112 2.36592 1.8 -1.3 2.3 0.7114
P -1.07843 0.87569 0.85703 -2.6 0.5 1.5 0.7071
P -0.46117 -2.11118 -0.88006 -4.7 -1.2 0.1 0.6875
N 2.50100 1.02837 0.16134 1.0 0.7 0.0 -0.1781
C 1.71944 1.08608 2.52034 -0.4 -0.4 0.0 -0.4101
C 1.83509 -1.69307 3.07156 -0.1 0.4 0.4 -0.3233
C -4.40888 -2.42249 0.34262 -0.2 0.1 0.1 -0.0453
C -2.03111 4.00595 -2.02322 0.0 0.2 -0.3 -0.0991
C 3.12703 0.10660 -2.06039 0.0 -0.3 -0.5 -0.4079
C 2.90443 1.12506 1.58144 0.2 0.0 0.0 -0.2456
C -0.67863 2.46444 0.13166 -1.1 0.6 -1.6 -0.3293
C -4.68221 -1.20319 0.92594 0.0 0.1 0.1 -0.0473
C -0.98084 -0.96306 -2.24283 0.2 -0.4 -1.8 -0.3122
C -2.09344 -1.74202 -0.08160 -0.9 0.4 1.2 -0.3695
C -3.14804 -2.68890 -0.15649 0.7 0.8 0.3 -0.0799
C -3.68768 -0.23926 1.03558 0.5 -0.6 -0.4 -0.0799
C 3.61459 0.62844 -0.72722 0.1 0.0 0.2 -0.2552
C -0.69745 -3.82528 -1.44810 0.6 -0.3 -1.0 -0.2435
C -1.81967 1.64489 2.36361 0.5 -0.5 1.3 -0.2491
C -0.98761 4.80271 -1.85487 -0.1 0.0 -0.2 -0.0797
C 3.22624 -2.64629 -1.39816 -0.3 0.3 0.2 -0.2981
C -2.36628 -0.46091 0.56865 -1.0 -0.4 -1.2 -0.3309
H -1.51579 3.15435 0.31114 0.5 0.0 -0.6 0.0384
H 0.20744 2.92092 0.60559 -0.3 -0.6 0.1 0.0593
H 1.31182 -2.64196 3.01763 -0.1 -0.1 0.0 0.0452
H -2.05457 0.86285 3.11491 0.0 0.6 -0.4 0.0677
H 2.05045 1.17915 3.55279 0.0 -0.1 0.0 0.1060
H -0.25881 4.96319 -2.63916 -0.1 0.0 -0.1 0.0586
H -3.04095 -3.65940 -0.60342 0.4 -0.1 -0.1 0.0894
H -1.11052 0.07452 -1.87806 -0.1 -0.6 -0.1 0.0206
H 4.30642 1.45841 -0.89329 0.0 0.0 0.0 0.1434
H 4.17716 -0.14822 -0.21511 0.1 -0.1 0.1 0.1115
H 3.68551 -2.40543 -0.44552 0.0 0.0 0.1 0.0393
H -0.25529 -0.93568 -3.07653 -0.3 0.0 0.3 0.0207
H -0.68080 -4.53381 -0.59788 -0.1 0.5 -0.4 0.0768
H -5.19251 -3.16865 0.26334 0.1 0.0 0.0 0.1267
H -1.93828 -1.30384 -2.68648 0.4 0.3 0.4 0.0819
H -2.75991 3.84547 -1.23893 -0.1 0.1 -0.1 0.0510
H -0.81561 5.33023 -0.92527 0.0 0.1 0.0 0.0588
H 3.98483 -2.77934 -2.16351 0.0 0.1 -0.1 0.0631
H 3.97062 -0.14487 -2.69999 0.0 0.0 0.0 0.0986
H -3.99022 0.67391 1.50800 0.2 0.4 0.1 0.0912
H -2.20304 3.47836 -2.95279 0.0 0.1 -0.1 0.0607
H -2.72487 2.23677 2.12325 0.5 -0.5 -0.2 0.0711
H 2.03854 -1.45762 4.11173 0.1 -0.1 0.1 0.0523
H -0.44933 2.29705 -0.93803 -0.2 0.7 0.4 0.0304
H 2.17720 1.94389 -0.13577 0.0 0.1 0.0 0.1125
H -5.67799 -0.99833 1.30365 0.1 0.1 0.0 0.1243
H 3.48512 2.03227 1.76815 0.0 0.0 -0.1 0.1436
H 2.66072 -3.56656 -1.29553 0.0 -0.1 0.0 0.0390
H 3.56273 0.28586 1.79101 0.1 -0.1 0.0 0.1119
H -1.10827 2.35585 2.82838 -0.3 -0.4 -0.3 0.0616
H 1.02651 1.90311 2.32796 0.1 0.1 0.1 0.0407
H 0.14135 -4.06569 -2.13453 -0.3 0.0 0.5 0.0527
H 2.75980 -1.76566 2.50940 0.1 0.0 -0.1 0.0319
H 2.53247 0.84966 -2.58874 -0.1 0.1 -0.1 0.0871
H -1.60524 -3.93040 -2.07552 0.4 0.1 0.6 0.0686
```
Forces are in eV/Å.

LUMO level, Eh: -0.2290
F_max, eV/Å: 4.798
ΔE to the lowest compared entry with this formula, charge and spin, kJ/mol: 326.3
Charge: +2



[2]
DFT (ωB97M-V with the def2-TZVPD basis set) results for a 3-piece molecular cluster, C18H35NO8P overall.

```
63
Properties=species:S:1:pos:R:3:forces:R:3:lowdin_charge:R:1
P -2.15628 -1.08012 1.28974 -1.6 1.3 0.3 0.4769
O -1.51083 -4.57849 2.15043 0.8 0.8 -0.9 0.1738
O 4.83531 -0.80089 -0.50694 0.3 0.1 0.3 -0.2040
O 1.98278 4.02474 -2.33306 0.0 0.1 0.0 -0.1099
O -3.59991 -1.16587 1.10237 -0.4 -0.8 -0.3 -0.2235
O 0.38860 -3.45928 2.45623 -0.3 -0.2 -0.9 0.1553
O -1.70732 0.44676 1.14020 0.9 -0.8 0.3 -0.0896
O -7.41094 -0.25155 1.86907 -0.2 0.0 0.1 -0.0830
O -1.69377 -1.48353 2.75955 0.2 -0.4 -0.9 -0.0785
N -0.64515 -2.33847 -2.22649 0.2 -0.5 -0.3 0.1762
C -7.41018 -1.50914 2.53823 0.4 0.1 -0.2 -0.3169
C -1.29741 -2.07226 0.01688 0.6 0.2 0.6 -0.0714
C 2.57625 1.12657 0.36137 0.1 -0.3 -1.2 -0.1854
C 1.98019 5.15288 -1.45531 0.2 0.2 -0.3 -0.3136
C -1.81378 -0.29520 -1.73188 0.3 0.0 0.1 -0.0840
C 6.00125 -1.60880 -0.56720 -0.1 -0.3 -0.3 -0.1070
C 0.57924 0.41421 -0.94798 0.6 1.1 -0.7 -0.2240
C 4.07088 1.40891 0.04616 -0.7 -0.7 1.5 -0.1491
C -0.65990 -3.85239 1.69922 -0.3 -0.5 1.2 -0.4833
C -0.69030 -3.28682 0.28621 0.0 0.0 0.7 -0.0545
C -0.70181 0.84486 -1.66668 -0.7 -1.0 0.1 -0.1352
C 1.58834 1.58161 -0.76339 -0.4 -1.1 1.7 -0.1757
C -6.25196 -1.59974 3.51254 0.1 0.0 0.1 -0.0947
C -0.06330 -3.51925 -1.97616 0.5 -0.3 -1.0 0.0058
C 4.89736 0.19877 0.50187 0.2 0.5 -0.2 -0.2514
C -1.24727 -1.61550 -1.28972 -1.0 1.5 -0.5 -0.1970
C -0.06751 -4.00806 -0.72918 0.1 -0.8 1.3 0.0459
C 1.49980 6.40035 -2.17147 -0.1 0.0 0.0 -0.0873
H 6.66139 -1.25802 -1.37006 0.0 0.0 0.1 0.0904
H 5.92790 0.51950 0.70947 0.0 -0.2 -0.3 0.1202
H -6.57557 -0.17561 1.39722 0.0 0.0 0.0 0.0681
H 0.42615 -4.04743 -2.78457 -0.1 0.2 -0.1 0.1577
H 0.41783 -4.94551 -0.48828 0.0 0.0 -0.2 0.1533
H -0.60937 -1.98206 -3.17562 -0.1 0.1 0.1 0.1973
H 1.32022 4.91299 -0.62181 0.0 -0.1 0.0 0.1059
H -8.36059 -1.60139 3.06130 0.0 0.1 -0.1 0.1126
H -2.03185 0.91499 1.92646 0.1 0.2 -0.1 0.1199
H 1.48828 7.25850 -1.49848 0.0 0.0 0.0 0.0782
H 2.10549 1.81654 -1.68457 -0.2 0.2 0.0 0.0929
H -0.49913 1.09139 -2.71061 0.2 0.4 0.2 0.1203
H 0.40053 0.03167 0.05700 -0.2 -0.2 -0.2 0.0820
H 6.57015 -1.63210 0.36784 -0.2 0.1 0.0 0.0872
H -5.30131 -1.48547 2.98614 0.0 -0.1 -0.1 0.0366
H 0.49425 6.24973 -2.56598 0.0 0.0 0.1 0.0774
H 4.20575 1.56158 -1.02409 0.2 0.2 0.1 0.1144
H -7.34922 -2.30781 1.79124 -0.1 -0.1 0.1 0.1082
H -2.26577 -2.22812 3.02045 0.1 0.1 0.5 0.1079
H -1.17847 1.67753 -1.15090 0.2 0.1 -0.2 0.1142
H 2.25429 1.51749 1.33121 0.2 0.1 -0.1 0.1157
H 5.68461 -2.63070 -0.79721 0.1 0.1 0.0 0.0822
H -2.20346 -0.39983 -2.74980 0.1 0.0 0.1 0.1288
H 2.48333 0.03313 0.44572 0.0 0.1 0.0 0.0855
H 2.57309 4.22981 -3.06545 0.0 0.0 0.0 0.0881
H 4.51387 -0.22770 1.44160 0.0 0.2 0.0 0.1242
H 1.03354 2.42641 -0.34751 0.1 0.3 -0.6 0.1038
H 1.11491 -0.32162 -1.56585 -0.1 -0.2 0.4 0.1208
H -2.67641 -0.06457 -1.10519 0.1 0.1 0.0 0.1049
H 2.14768 6.63187 -3.01985 0.1 0.1 0.1 0.0755
H 2.99172 5.29902 -1.06348 -0.1 0.1 0.1 0.1121
H 4.38501 2.26236 0.65334 0.2 0.2 -0.5 0.1142
H 0.93934 -2.84313 1.95034 0.2 0.0 0.2 0.1322
H -6.25030 -2.55899 4.03433 0.0 0.0 0.0 0.0748
H -6.31024 -0.79874 4.25104 -0.1 0.0 0.0 0.0778
```
Forces are in eV/Å.

LUMO level, Eh: -0.1758
F_max, eV/Å: 2.097
Charge: +1



[3]
DFT (ωB97M-V with the def2-TZVPD basis set) results for C18H36AuBrNO5Si as an isolated structure.

```
63
Properties=species:S:1:pos:R:3:forces:R:3:lowdin_charge:R:1
Au 0.00688 0.25881 2.33262 0.0 0.1 -0.1 0.9919
Br -0.22288 1.60700 0.23342 0.0 0.1 0.0 0.5827
Si 0.00349 0.39792 -1.88380 0.0 0.0 0.0 0.6581
O -1.42008 1.85507 3.73019 0.0 -0.1 0.0 -0.1177
O 2.00201 -0.45806 2.41310 0.0 0.0 0.1 -0.1071
O -1.40829 -1.36090 2.23703 0.0 0.0 0.0 -0.0604
O -1.99802 -3.22172 3.24762 0.0 0.0 0.0 0.1633
O 3.64699 -0.80605 3.84619 0.0 0.0 0.0 0.1558
N 0.12058 -0.58465 4.33428 0.0 -0.1 0.1 -0.2469
C 0.14475 1.40974 -4.47227 0.0 0.0 0.0 -0.0768
C -0.92007 -0.00463 5.22376 0.0 0.0 0.0 -0.1253
C -1.63419 -1.45279 -3.17762 0.0 0.0 0.0 -0.0764
C 1.50169 -0.33830 4.78800 0.0 0.0 0.0 -0.0653
C 0.38415 1.88109 -3.02080 0.0 0.0 -0.1 -0.6334
C 1.83822 2.35856 -2.91410 0.0 0.0 0.0 -0.0951
C -1.07058 1.49842 5.07054 0.0 0.0 0.0 -0.1998
C -1.72852 -0.37471 -2.07624 0.0 0.0 -0.1 -0.6255
C 2.64799 -0.14965 -0.88428 0.0 0.0 0.0 -0.0961
C 1.43966 -0.80907 -1.56695 0.0 0.0 -0.1 -0.6180
C 1.01816 -2.00435 -0.70156 0.0 0.0 0.0 -0.0890
C -0.50350 3.10685 -2.74909 0.0 0.0 0.0 -0.1129
C -2.23202 -1.04120 -0.78894 0.0 0.0 0.0 -0.1178
C -2.79996 0.64538 -2.48504 0.0 0.0 0.0 -0.0939
C 2.49327 -0.56239 3.64696 0.0 0.0 -0.1 -0.5834
C 1.89775 -1.34654 -2.94009 0.0 0.0 0.0 -0.0741
C -1.26721 -2.27572 3.18991 0.0 -0.1 0.0 -0.5744
C -0.11132 -2.03650 4.14517 0.0 0.0 0.0 -0.0581
H 0.66032 -1.69653 0.28401 0.0 0.0 0.0 0.0438
H 2.67771 -2.09524 -2.77702 0.0 0.0 0.0 0.0988
H 1.89427 -2.63851 -0.54063 0.0 0.0 0.0 0.0993
H -1.82536 1.84565 5.77635 0.0 0.0 0.0 0.1389
H -2.44611 -0.30450 -0.01399 0.0 0.0 0.0 0.0471
H -0.14475 2.02645 5.29839 0.0 0.0 0.0 0.1229
H 3.42417 -0.91024 -0.76137 0.0 0.0 0.0 0.1002
H -1.26073 -1.06466 -4.12633 0.0 0.0 0.0 0.0757
H -2.37835 1.87509 3.62399 0.0 0.0 0.0 0.1145
H -0.90207 1.18882 -4.67529 0.0 0.0 0.0 0.0685
H 1.60149 0.69658 5.11703 0.0 0.0 0.0 0.1388
H -0.32236 3.84055 -3.53932 0.0 0.0 0.0 0.0961
H 0.44303 2.21426 -5.15000 0.0 0.0 0.0 0.0978
H -0.30965 -2.52420 5.10079 0.0 0.0 0.0 0.1546
H 1.75649 -0.99009 5.62606 0.0 0.0 0.0 0.1532
H 2.32917 -0.56400 -3.56404 0.0 0.0 0.0 0.0702
H -2.91739 1.43556 -1.74060 0.0 0.0 0.0 0.0784
H -3.75780 0.12279 -2.55671 0.0 0.0 0.0 0.0957
H 0.25073 -2.61972 -1.16922 0.0 0.0 0.0 0.0727
H -1.86537 -0.49022 4.97588 0.0 0.0 0.0 0.1402
H 0.78384 -2.47850 3.70375 0.0 0.0 0.0 0.1501
H -2.63687 -1.84767 -3.36240 0.0 0.0 0.0 0.0973
H -3.17088 -1.55586 -1.01200 0.0 0.0 0.0 0.0995
H 3.07854 0.66109 -1.46454 0.0 0.0 0.0 0.0610
H 1.09749 -1.83141 -3.50142 0.0 0.0 0.0 0.0731
H -2.61090 1.10595 -3.45268 0.0 0.0 0.0 0.0692
H 2.55403 1.60698 -3.24332 0.0 0.0 0.0 0.0700
H -0.67335 -0.25931 6.25940 0.0 0.0 0.0 0.1499
H 1.96157 3.22901 -3.56425 0.0 0.0 0.0 0.0963
H -1.56800 2.89002 -2.74392 0.0 0.0 0.0 0.0585
H -0.24616 3.58795 -1.80429 0.0 0.0 0.0 0.0519
H 2.41367 0.22356 0.11193 0.0 0.0 0.0 0.0345
H -1.54902 -1.77739 -0.37518 0.0 0.0 0.0 0.0522
H -1.00694 -2.29366 -2.88056 0.0 0.0 0.0 0.0694
H 2.09972 2.66849 -1.90075 0.0 0.0 0.0 0.0808
H 0.73688 0.53130 -4.73574 0.0 0.0 0.0 0.0742
```
Forces are in eV/Å.

LUMO level (alpha / beta), Eh: -0.1078 / -0.2483
F_max, eV/Å: 0.152
ΔE to the lowest compared entry with this formula, charge and spin, kJ/mol: 48.3
Charge: +1
Spin multiplicity: 3



[4]
DFT (ωB97M-V with the def2-TZVPD basis set) results for a 2-piece molecular cluster, C18H36B2ClIN3O5 overall.

```
66
Properties=species:S:1:pos:R:3:forces:R:3:lowdin_charge:R:1
I 1.08580 -3.22670 -5.34083 0.0 1.0 0.0 0.9936
Cl 1.16421 1.67720 -6.58760 -1.1 -0.9 1.8 0.7086
O 3.19440 -0.44140 -5.14501 -2.0 -1.1 3.1 -0.1011
O 1.75721 3.47540 -4.36884 -3.9 -0.3 1.1 -0.0013
O 2.64784 -0.20426 -2.67269 -1.2 -2.4 -2.4 0.0149
O 0.63585 1.46918 4.50460 0.0 -0.5 -0.1 -0.2159
O 0.03225 2.76054 -2.57539 2.9 -1.0 -2.9 -0.0289
N -2.59465 1.51672 -5.69329 11.3 1.4 3.4 0.1277
N -0.69947 -0.54128 -1.69003 4.9 0.8 -11.6 0.1227
N -1.33141 -0.90729 3.99249 -0.2 -0.5 -0.5 -0.2301
C 0.18699 -0.79044 3.65995 -0.4 0.5 0.3 -0.0416
C 4.23982 -1.42960 -4.74014 0.5 -1.3 -0.3 -0.1098
C 0.52010 -0.17414 -4.39185 -0.7 -0.8 0.9 -0.2723
C -2.00040 1.31671 2.87260 0.0 -0.2 -0.2 -0.0559
C 1.06983 2.21900 5.63462 -0.1 0.1 0.0 -0.0724
C 1.00143 3.11405 -1.52682 -0.2 0.2 2.7 -0.2015
C -1.97268 -1.67800 2.80982 0.6 0.5 0.5 0.0235
C -1.08096 -1.27430 6.55645 0.3 -0.1 0.3 -0.0597
C -2.05077 0.45526 4.12815 0.0 -0.1 0.0 -0.1509
C 1.04440 0.10727 4.57363 -0.2 0.3 -0.2 -0.1887
C -1.63032 -1.75109 -5.13335 -0.6 -1.3 -0.4 -0.2951
C -1.62020 -1.78558 5.23461 0.0 0.4 -0.2 -0.1537
C -0.05602 -1.35630 -5.37015 -1.5 1.6 -1.3 -0.6101
C -0.18723 -0.43542 -2.89911 -3.5 0.2 8.4 -0.0475
C 0.79662 2.10441 -0.20946 0.3 0.3 -0.2 -0.1112
C 0.25280 1.33822 -4.96658 -2.2 0.8 0.0 -0.4881
C -1.85870 -3.12401 -4.23649 -1.6 0.2 0.1 -0.2415
C -1.35191 1.63893 -5.32417 -7.9 -2.6 -2.7 -0.0964
B 0.67366 2.54733 -3.88768 1.0 2.5 1.1 -0.4481
B 2.16578 -0.29523 -4.09656 3.1 -0.3 0.3 -0.5246
H 2.12635 3.00163 -1.82903 -2.3 0.6 0.2 0.1382
H -1.54733 -2.68615 2.78692 -0.1 0.3 0.1 0.1094
H -2.58416 0.87863 2.05749 0.1 0.1 0.1 0.0821
H -2.71176 -1.87323 5.30054 0.2 0.1 -0.3 0.1316
H -1.17975 -0.19560 6.68947 0.0 -0.1 0.0 0.0775
H 0.58111 -1.81233 3.66801 -0.1 0.2 0.1 0.1422
H -2.44337 2.29449 3.08720 0.1 -0.2 0.1 0.1013
H -1.18850 -3.18713 -3.27925 -1.1 0.1 -2.0 0.0484
H -0.98450 1.48973 2.51318 -0.1 0.0 0.2 0.0628
H -0.33067 1.81847 -0.07835 2.2 0.4 -0.5 0.0633
H -1.21092 -2.78140 5.03060 -0.1 0.3 -0.2 0.1319
H 1.10777 2.67365 0.78982 -0.4 -1.1 -2.3 0.0830
H -0.03623 -1.56467 6.69216 -0.1 0.2 0.0 0.0793
H 0.34304 2.09312 6.44361 0.2 0.0 0.2 0.0885
H 1.05079 -0.24600 5.60266 -0.1 0.0 0.0 0.0976
H 2.73761 -1.15195 -2.31136 -0.2 2.2 -0.6 0.1292
H -2.07987 -2.00364 -6.20949 1.0 0.7 2.3 0.1319
H 1.32984 4.40258 -4.41703 1.2 -2.0 0.4 0.1490
H 0.24566 -0.40932 2.63376 -0.1 -0.1 0.2 0.1298
H 3.79939 -2.18288 -3.92548 1.2 1.8 -1.7 0.0778
H -1.73724 -1.16095 1.87327 -0.1 -0.1 0.3 0.0994
H 1.48848 1.15522 -0.37470 -1.7 1.9 0.5 0.0755
H 0.71128 4.18888 -1.12927 0.9 -2.1 -1.1 0.1393
H -2.98305 -3.06364 -3.84183 2.4 -0.1 -0.8 0.0878
H -1.62566 -1.75260 7.37793 0.0 0.1 -0.2 0.0984
H 2.08143 0.06131 4.22140 0.0 -0.3 -0.1 0.1418
H 4.48770 -2.12429 -5.67888 -0.7 1.8 1.9 0.1177
H -3.09775 0.23418 4.37042 0.2 -0.3 0.0 0.1356
H 2.06159 1.90489 5.97331 -0.1 0.0 0.0 0.0968
H 0.01336 -0.92997 -6.48255 0.2 -1.0 2.5 0.1084
H -1.82693 -4.11072 -4.90239 0.3 2.3 1.6 0.0670
H -3.05234 -1.72065 2.96993 0.2 0.0 0.0 0.1139
H -2.29347 -0.90465 -4.67198 1.7 -1.4 -0.9 0.0959
H -1.62812 0.98447 4.98245 0.1 -0.2 -0.2 0.1076
H 5.23863 -0.91978 -4.40162 -2.2 -0.8 -0.5 0.1163
H 1.10339 3.27512 5.35819 0.0 -0.2 -0.1 0.0996
```
Forces are in eV/Å.

LUMO level, Eh: -0.0825
F_max, eV/Å: 12.566
Charge: +1